13
Properties=species:S:1:pos:R:3:forces:R:3 method="wB97M-V/def2-TZVPD" homo_ev=-10.95 homo_lumo_gap_ev=11.59 relative_energy_ev=1.1030 lumo_energy_ha=0.0234 total_energy_ha=-286.591114 smiles=C[C@H](C#N)CO molar_mass_g_mol=85.11
O -0.598048 -1.511341 -1.110427 -0.1 -0.3 0.0
N -0.917090 2.432376 1.341520 0.7 -0.7 -0.6
C 1.423671 -0.091354 0.341094 0.0 0.0 0.0
C -0.377075 1.645746 0.686848 -0.5 0.7 0.5
C -1.022334 -0.405860 -0.347695 -0.1 0.3 0.2
C 0.147324 0.577653 -0.178164 0.0 0.0 -0.1
H -1.034551 -2.297902 -0.766218 0.1 0.1 -0.2
H 1.246525 -0.649327 1.266889 0.0 0.1 -0.1
H -1.851146 0.125550 -0.837894 0.1 -0.2 0.1
H 1.769338 -0.794468 -0.420984 0.0 0.1 0.2
H 0.370899 1.029267 -1.152594 -0.1 0.0 0.1
H -1.366448 -0.707733 0.651405 0.1 0.0 -0.2
H 2.208935 0.647392 0.526221 -0.1 -0.1 0.0

---

131
Properties=species:S:1:pos:R:3:forces:R:3 method="wB97M-V/def2-TZVPD" homo_ev=-9.85 homo_lumo_gap_ev=7.92 lumo_energy_ha=-0.0712 total_energy_ha=-2708.527717 molar_mass_g_mol=770.98
F 3.074416 1.543613 3.089337 -1.2 2.0 -1.8
F -2.706379 0.044819 2.142641 0.4 4.0 -2.3
O -0.795159 5.594390 0.252800 0.0 -2.5 0.5
O 5.264135 1.645224 -5.813231 -0.3 0.0 0.2
O 1.934607 8.939885 0.098067 -0.1 -0.2 -0.2
O 1.783622 -4.444794 -1.818860 0.4 0.1 0.4
O -3.086452 4.723620 -0.525335 9.3 -0.5 3.2
O 6.310581 1.494133 2.720644 0.1 -0.4 -0.1
O -4.238744 -3.645753 -1.385326 -0.2 0.1 0.3
O -0.069736 1.902676 4.979122 0.3 -0.4 -0.2
O -3.802632 -2.333375 3.607149 0.4 0.2 0.0
O -3.221839 2.467854 1.975791 3.8 -8.6 -2.9
O 4.807818 -6.452986 -0.446120 0.1 0.4 0.1
O -7.401491 -2.298820 -1.487179 0.5 -0.5 -0.1
O -6.005740 1.470678 3.066425 0.2 0.0 0.1
O -0.659298 -1.341821 -0.066825 -0.4 0.6 -0.2
O 5.570234 -1.969415 -4.241229 0.4 -0.1 0.2
O 1.422224 5.703735 1.376615 -6.8 -4.5 -3.7
C 2.660989 2.659723 2.160054 1.5 -0.1 -0.2
C 6.121216 3.785334 -6.495292 0.2 0.2 0.0
C -9.290705 -1.837527 -0.073693 -0.1 0.1 0.2
C 0.306849 3.339870 0.872893 -4.8 0.7 -2.1
C -1.958950 2.363969 6.392608 -0.1 0.2 0.2
C -5.062255 -2.702467 4.148823 -0.1 0.3 0.0
C -6.997283 1.926876 2.158123 0.3 0.0 -0.1
C 8.068593 1.607804 4.356596 0.2 0.1 0.1
C 1.329226 2.151460 1.351825 0.1 0.2 0.2
C -4.110579 -4.591010 -2.437158 -0.3 0.2 -0.1
C -2.617616 1.359745 1.464326 -2.9 6.1 2.3
C 6.696316 2.099934 3.945594 0.1 -0.3 0.2
C -1.309749 2.591554 5.043164 -0.2 -0.3 0.2
C 0.423732 4.975093 0.871474 3.7 1.8 2.2
C -1.829113 4.567731 -0.075038 -3.4 -1.1 -0.9
C 2.320342 9.545686 1.323017 0.1 -0.4 0.0
C -1.061456 3.141628 0.286737 2.7 -0.1 1.2
C -8.641505 -1.609942 -1.423138 -0.2 -0.2 0.2
C 2.951759 -7.926211 -0.851729 -0.2 -0.2 -0.1
C 3.981823 2.904527 1.172868 -0.8 0.2 0.1
C 0.997331 -4.261063 -2.986883 0.3 0.1 -0.2
C -6.904647 1.152879 0.859429 -0.1 -0.1 -0.2
C -1.754195 1.636399 0.059395 0.3 0.1 1.3
C 1.805899 -4.619417 -4.216541 0.0 -0.1 -0.2
C 4.194047 -7.662630 -0.026197 -0.3 0.2 -0.1
C 3.692619 9.053556 1.734019 0.2 0.1 0.1
C -4.590404 -3.984212 -3.739396 0.0 0.0 -0.3
C -6.137780 -1.762790 3.644333 -0.1 0.1 0.1
C -0.432620 -3.670261 0.487111 -0.1 -0.2 -0.1
C 0.029718 -2.256447 0.772820 -0.2 -0.4 0.2
C 4.578691 -1.513217 -5.149532 0.3 0.2 -0.3
C 5.726783 2.389228 -6.930685 -0.1 0.3 0.1
C 4.671327 -2.287214 -6.448226 -0.2 -0.1 -0.1
H -5.914522 -0.729560 3.929631 -0.1 -0.1 0.0
H 8.069202 0.519850 4.479710 0.0 0.1 0.1
H 1.101734 -2.157553 0.578429 -0.2 0.2 -0.1
H -1.304397 2.712639 7.198153 -0.1 0.0 -0.2
H 0.114618 -4.902547 -2.908765 0.1 0.1 0.2
H 3.598354 -1.658584 -4.686288 0.2 -0.1 0.1
H -0.253070 -3.929251 -0.561507 0.1 0.1 0.3
H -10.245865 -1.309237 -0.006386 0.1 -0.1 0.0
H -4.012307 -3.086392 -3.981548 0.0 -0.2 0.0
H 6.906183 3.743266 -5.733078 -0.1 0.0 -0.2
H -6.851364 2.997999 1.987799 -0.2 0.0 -0.1
H 2.469101 -8.857858 -0.543468 0.0 0.1 0.0
H 8.382737 2.068986 5.297114 0.0 -0.1 -0.1
H 2.514075 3.616399 2.816811 -0.1 -2.1 -1.1
H 1.212435 -4.487520 -5.125581 0.1 0.0 0.0
H 0.092467 -4.388316 1.123218 -0.1 0.0 -0.1
H -8.448901 -0.544620 -1.580553 0.2 -0.2 0.0
H -7.038643 0.081238 1.039829 0.0 0.2 0.0
H -1.609679 -1.431529 0.119571 0.4 -0.2 -0.1
H -5.917083 1.277903 0.403481 -0.1 0.1 0.0
H -2.507146 1.634366 -0.846530 1.5 0.0 2.0
H 4.006763 9.514738 2.674537 0.0 -0.1 0.0
H -0.158357 -1.985434 1.816270 0.1 -0.1 0.1
H -7.665544 1.489475 0.149718 0.1 0.0 0.0
H 6.586144 1.864417 -7.358304 -0.2 -0.1 0.2
H 6.484546 4.370651 -7.344612 -0.1 0.0 0.1
H -6.188112 -1.787322 2.550816 0.0 -0.1 0.1
H 5.269261 4.306403 -6.046449 0.0 0.0 -0.1
H -7.977620 1.781509 2.621366 0.2 0.0 0.1
H 3.693228 7.965602 1.857134 -0.1 0.1 0.1
H 3.910430 -1.950618 -7.157936 0.1 0.0 0.0
H 4.916843 -8.474076 -0.152328 0.0 0.3 0.0
H 4.432409 9.286907 0.961250 -0.1 0.1 0.1
H -7.116084 -2.036551 4.049211 0.0 0.1 0.0
H -8.636152 -1.488857 0.731852 -0.1 0.0 -0.2
H 2.560579 -3.864559 -1.894231 -0.4 -0.3 0.0
H 3.948559 -7.581174 1.037151 0.0 -0.2 0.1
H 4.140818 4.060195 1.013963 -0.4 -2.3 0.3
H 5.948577 1.858798 4.707400 0.0 0.2 0.1
H 2.234745 -7.105580 -0.745636 0.0 -0.1 0.1
H 3.203624 -7.993410 -1.915196 0.0 0.0 0.2
H 5.658891 -2.162190 -6.904173 -0.1 0.1 0.0
H -5.638217 -3.676513 -3.660589 0.1 -0.1 0.0
H 4.938500 2.443494 1.665978 -2.1 0.8 -0.9
H 4.933094 2.422498 -7.683387 0.1 0.1 -0.2
H -9.465106 -2.904838 0.097286 -0.1 0.1 -0.1
H -7.584500 -3.244841 -1.354633 0.0 0.5 0.0
H 0.664605 -3.219250 -3.025951 -0.2 0.0 -0.1
H 8.808383 1.841155 3.583827 -0.1 0.1 0.1
H 4.537331 -3.358855 -6.267826 -0.1 0.1 0.0
H -1.117146 3.656876 4.885749 0.1 -0.2 0.0
H -4.692422 -5.481915 -2.181511 0.1 -0.2 -0.1
H -0.252745 0.956655 5.111669 0.2 0.5 0.0
H -3.057316 -4.876771 -2.513080 -0.1 0.1 0.2
H -9.284355 -1.967916 -2.233203 -0.1 0.2 0.0
H -4.996914 -2.673879 5.240849 -0.2 -0.1 0.1
H -3.616832 -1.422042 3.891698 -0.1 -0.5 -0.2
H -2.914109 2.892259 6.459915 0.0 -0.1 0.0
H 1.572604 9.304550 2.084823 0.1 0.1 0.2
H 1.694682 1.580266 0.395419 -0.8 1.2 1.7
H -2.133350 1.296658 6.563587 -0.1 0.1 -0.1
H 6.297242 0.531766 2.860957 -0.1 0.5 -0.1
H 3.771168 2.413042 0.130459 0.5 0.9 1.9
H -1.509474 -3.767988 0.659265 0.1 0.0 0.2
H 4.160722 -5.737499 -0.322180 0.3 -0.4 -0.1
H 4.495856 2.115160 -5.445911 0.4 -0.3 -0.2
H 6.705588 3.184438 3.802237 -0.1 -0.2 -0.1
H 0.757826 1.364415 2.027565 1.0 1.9 -1.3
H -4.493943 -4.698867 -4.561536 -0.1 0.1 0.0
H -5.138623 1.611947 2.649091 -0.3 0.1 0.3
H -5.277650 -3.730443 3.842791 0.3 0.1 0.0
H 4.724610 -0.442094 -5.319856 -0.2 -0.2 -0.1
H 2.329614 10.630190 1.179660 -0.1 -0.2 -0.1
H 1.921268 7.977518 0.238380 -0.1 0.4 0.0
H -0.944477 0.782679 -0.033000 -1.6 1.8 0.0
H 2.145986 -5.658880 -4.163900 -0.1 0.1 0.0
H -1.952600 2.233580 4.233098 -0.2 0.2 0.1
H 2.702143 -3.994406 -4.286604 -0.1 0.0 0.0
H 6.437351 -1.828146 -4.658564 -0.5 0.0 0.3
H -5.178849 -3.404860 -1.320603 0.5 0.1 0.0

---

10
Properties=species:S:1:pos:R:3:forces:R:3 method="wB97M-V/def2-TZVPD" homo_ev=-9.06 homo_lumo_gap_ev=9.64 relative_energy_ev=3.0837 lumo_energy_ha=0.0215 total_energy_ha=-338.539873 smiles="NN(C=O)C=O" molar_mass_g_mol=88.07
O -1.132423 1.195660 -1.525194 0.5 0.4 0.8
O 1.377632 -1.226952 1.269232 1.3 1.6 0.0
N -1.193038 -0.542033 0.542921 -1.1 -1.7 0.0
N -0.064806 -0.115146 -0.000423 4.4 4.2 -2.0
C 1.260415 -0.262129 0.533212 -2.2 -2.4 0.3
C -0.111905 0.909452 -0.918006 -3.3 -1.9 -0.8
H 0.843785 1.195876 -1.162955 2.3 1.4 -0.9
H -0.955907 -0.658687 1.509314 -1.4 0.0 0.8
H -1.977552 -0.053798 0.079814 0.4 -0.2 1.2
H 2.041862 0.483257 0.132811 -1.1 -1.2 0.7